[1]
The following is a DFT calculation (ωB97M-V/def2-TZVPD) of a 5-piece molecular cluster, C32H66BrNO14P overall.

Energy in eV: -143726.31682
Gap between HOMO and LUMO in eV: 6.2

Structure (ORCA input):
```
! RIJCOSX wB97M-V def2-TZVPD def2/J DEFGRID3
* xyz 1 1
C 2.9500 -1.4577 1.3773
P 2.1517 -1.7772 -0.2296
C 3.1684 -0.8650 -1.4777
C 0.5674 -0.8075 -0.2470
C 0.5309 0.5801 -0.2641
N -0.6300 1.2550 -0.3625
Br -0.5673 3.1192 -0.4223
C -1.8115 0.6343 -0.4438
C -1.8551 -0.7456 -0.4213
C -0.6676 -1.4674 -0.3070
C -0.7934 -2.9577 -0.2317
O -0.2784 -3.6011 0.6147
O -1.5989 -3.4492 -1.1834
H 2.2815 -1.6133 2.2155
H 3.4418 -0.4903 1.4411
H 3.7360 -2.2024 1.4600
H 3.9668 -1.5380 -1.7572
H 3.5623 0.0630 -1.0702
H 2.5225 -0.6565 -2.3220
H 1.4344 1.1647 -0.2331
H -2.7080 1.2187 -0.5419
H -2.8006 -1.2512 -0.4931
H -2.1378 -4.1298 -0.7511
C 6.7675 2.8584 5.4506
O 6.2098 1.6342 5.8735
C 6.3754 1.4130 7.2668
C 5.2673 0.5465 7.8185
O 4.0329 1.2272 7.9938
C 3.2489 1.4747 6.8407
C 2.5609 0.2474 6.2852
O 3.4576 -0.5313 5.5086
C 3.0248 -1.8626 5.3626
H 7.8508 2.8807 5.6123
H 6.5692 2.9604 4.3850
H 6.3068 3.7033 5.9752
H 6.3837 2.3673 7.8047
H 7.3363 0.9074 7.4289
H 5.5643 0.2403 8.8235
H 5.1423 -0.3589 7.2217
H 3.8276 1.9817 6.0657
H 2.4682 2.1604 7.1771
H 1.7243 0.5620 5.6439
H 2.1652 -0.3485 7.1160
H 2.9122 -2.3535 6.3353
H 3.7831 -2.3961 4.7917
H 2.0699 -1.9074 4.8213
C -4.6313 -9.5224 0.7409
O -5.0071 -8.3189 1.3761
C -3.9104 -7.4597 1.6209
C -4.3512 -6.0140 1.6397
O -4.5997 -5.4626 0.3490
C -5.8057 -5.8584 -0.3008
C -7.0600 -5.2730 0.3066
O -7.4404 -5.9915 1.4639
C -8.2998 -5.2512 2.3018
H -3.9530 -10.1094 1.3692
H -5.5375 -10.0980 0.5670
H -4.1509 -9.3239 -0.2243
H -3.1410 -7.5914 0.8506
H -3.4769 -7.7100 2.5985
H -3.5226 -5.4262 2.0442
H -5.2075 -5.8713 2.3001
H -5.8749 -6.9440 -0.3714
H -5.7172 -5.4648 -1.3157
H -7.8734 -5.3309 -0.4292
H -6.8833 -4.2183 0.5559
H -7.8215 -4.3211 2.6324
H -8.5141 -5.8626 3.1753
H -9.2416 -5.0134 1.7951
C -0.3352 -1.8758 -5.6263
O 0.4944 -1.5632 -6.7147
C 1.1445 -0.3119 -6.5641
C 2.4775 -0.2931 -7.2757
O 3.5040 -0.9940 -6.5909
C 3.4965 -2.4138 -6.6725
C 3.9166 -2.9591 -8.0180
O 2.8440 -2.8933 -8.9405
C 3.2832 -2.9494 -10.2804
H -1.1464 -1.1441 -5.5184
H -0.7688 -2.8580 -5.8025
H 0.2424 -1.9164 -4.6918
H 1.3097 -0.0959 -5.5005
H 0.4993 0.4695 -6.9882
H 2.8154 0.7454 -7.3034
H 2.3771 -0.6353 -8.3069
H 2.5303 -2.8239 -6.3726
H 4.2395 -2.7378 -5.9406
H 4.2193 -4.0088 -7.9020
H 4.7730 -2.3826 -8.3880
H 3.9663 -2.1222 -10.5051
H 2.4062 -2.8609 -10.9179
H 3.7836 -3.9001 -10.4947
C 0.7755 7.4039 -1.3762
O -0.4864 7.4604 -0.7491
C -0.4589 7.0031 0.5882
C -1.5300 7.6686 1.4252
O -1.2146 8.9924 1.8038
C -1.3654 10.0136 0.8237
C -2.8018 10.3694 0.5190
O -3.3791 9.4227 -0.3664
C -4.7888 9.4425 -0.3233
H 1.1424 6.3706 -1.4437
H 0.6620 7.8026 -2.3816
H 1.5106 8.0117 -0.8385
H 0.5211 7.1937 1.0394
H -0.6417 5.9144 0.5815
H -1.5978 7.1139 2.3647
H -2.5042 7.6103 0.9349
H -0.8219 9.7697 -0.0903
H -0.8952 10.8932 1.2660
H -2.8332 11.3596 0.0459
H -3.3701 10.4065 1.4560
H -5.1550 9.2221 0.6863
H -5.1503 8.6727 -1.0022
H -5.1828 10.4123 -0.6461
*
```

[2]
The following is a DFT calculation (ωB97M-V/def2-TZVPD) of a 7-piece molecular cluster, C32H68FIN10O7P overall.

Energy in eV: -83615.34783
Gap between HOMO and LUMO in eV: 7.1

Structure (ORCA input):
```
! RIJCOSX wB97M-V def2-TZVPD def2/J DEFGRID3
* xyz 1 1
C 2.2831 4.5187 0.4147
C 2.1103 3.3743 0.0879
C 2.2063 1.9980 -0.4156
N 2.8752 1.9046 -1.7239
P 4.5069 1.2361 -1.6029
N 4.5697 -0.0850 -0.7880
C 2.2631 2.2508 -2.8449
N 2.9953 2.2031 -4.0040
I 1.9266 1.7446 -5.6902
C 4.0594 3.2687 -4.1146
C 4.3597 3.8129 -5.4851
F 3.4270 4.7481 -5.8830
N 0.9255 2.5923 -2.7073
C 0.5692 4.0124 -2.7985
C 0.3442 4.5936 -4.2001
C -0.4443 5.9223 -4.2429
C -0.7815 6.5771 -2.8887
C -2.1350 6.1140 -2.2898
C -0.0920 1.6002 -3.0202
C -1.0755 1.4033 -1.8389
C -2.4581 0.9542 -2.2360
O -1.4167 0.0785 -1.5971
H 2.1430 5.5551 0.6313
H 1.2426 1.4976 -0.4270
H 2.8094 1.4469 0.3095
H 4.8777 0.9834 -2.9319
H 5.3449 2.2446 -1.0731
H 3.6755 -0.3938 -0.4068
H 3.7795 4.0846 -3.4421
H 5.0076 2.8803 -3.7288
H 4.5246 3.0570 -6.2528
H 5.3065 4.3577 -5.3982
H 1.3444 4.6057 -2.3099
H -0.3163 4.1476 -2.1734
H -0.1292 3.8651 -4.8609
H 1.3325 4.7710 -4.6312
H -1.3659 5.8548 -4.8226
H 0.1674 6.6456 -4.7899
H 0.0177 6.4657 -2.1522
H -0.8730 7.6530 -3.0477
H -2.7977 5.7891 -3.0933
H -2.0116 5.3151 -1.5564
H -2.6013 6.9707 -1.7996
H 0.3241 0.6124 -3.2271
H -0.6998 1.8702 -3.8876
H -0.9960 2.0927 -0.9999
H -3.1635 0.9268 -1.4172
H -2.6517 0.5930 -3.2357
C 0.8305 -2.3684 -6.0063
O 0.4157 -1.2247 -5.9126
N 1.7361 -2.9222 -5.1828
C 2.1906 -4.2920 -5.3443
C 2.2749 -2.1229 -4.0944
H 0.4811 -3.0546 -6.7937
H 1.9588 -4.8684 -4.4473
H 3.2691 -4.3085 -5.5092
H 1.6968 -4.7527 -6.1965
H 1.4659 -1.7957 -3.4379
H 2.7713 -1.2374 -4.4960
H 2.9885 -2.7106 -3.5234
C -3.9980 8.6437 0.9709
O -3.2539 8.7202 0.0112
N -5.3098 8.3501 0.9023
C -6.1467 8.2751 2.0843
C -5.9004 8.1019 -0.4021
H -3.6452 8.8155 2.0014
H -6.5771 7.2757 2.1735
H -6.9553 9.0051 2.0153
H -5.5579 8.4854 2.9743
H -5.4010 7.2592 -0.8819
H -5.7772 8.9785 -1.0387
H -6.9586 7.8808 -0.2891
C 0.9371 -1.8813 0.5875
O 1.5274 -0.8043 0.5200
N 1.4169 -2.9725 1.1794
C 0.6745 -4.2255 1.2345
C 2.7328 -2.9183 1.7977
H -0.0626 -2.0217 0.1493
H 0.5091 -4.5066 2.2683
H 1.2464 -5.0108 0.7439
H -0.2864 -4.1153 0.7334
H 2.7449 -2.1545 2.5758
H 3.4844 -2.6580 1.0510
H 2.9688 -3.8858 2.2324
C 0.9124 -7.6166 3.4337
O 1.1879 -6.5683 2.8652
N -0.2990 -8.1842 3.4471
C -0.5661 -9.4325 4.1436
C -1.3879 -7.5296 2.7422
H 1.6662 -8.1903 3.9963
H -0.9193 -10.1796 3.4289
H -1.3404 -9.2639 4.9003
H 0.3430 -9.7988 4.6191
H -1.1385 -7.4334 1.6837
H -1.5463 -6.5306 3.1498
H -2.2969 -8.1130 2.8549
C -3.6123 -10.1007 5.8577
O -3.3164 -9.0629 5.2868
N -4.8368 -10.6455 5.8692
C -5.1243 -11.8849 6.5679
C -5.9091 -9.9681 5.1571
H -2.8703 -10.6876 6.4254
H -5.4905 -12.6326 5.8625
H -5.8851 -11.7128 7.3309
H -4.2242 -12.2635 7.0471
H -5.6544 -9.8790 4.1008
H -6.0464 -8.9650 5.5611
H -6.8318 -10.5322 5.2623
C 2.4535 4.8055 4.9385
O 1.6917 5.4738 4.2653
N 2.9111 3.5885 4.5871
C 3.8255 2.8305 5.4186
C 2.4600 3.0329 3.3230
H 2.8421 5.1542 5.9098
H 4.7514 2.6357 4.8734
H 3.3720 1.8779 5.6995
H 4.0605 3.3881 6.3225
H 2.7393 3.6986 2.5157
H 1.3722 2.9435 3.3321
H 2.9065 2.0526 3.1646
*
```